Entry 1:
{"formula": "C16H15GaN5OSe3Te", "method": "wB97M-V/def2-TZVPD", "symbols": ["Ga", "Se", "Se", "Te", "Se", "N", "C", "O", "C", "C", "N", "C", "N", "H", "H", "N", "C", "C", "C", "C", "C", "N", "C", "H", "H", "H", "H", "C", "C", "C", "C", "C", "C", "H", "H", "H", "H", "H", "H", "H", "H", "H"], "positions_angstrom": [[-0.377, 2.313, 0.125], [-0.505, 3.610, -1.879], [-0.858, 5.736, -0.942], [-2.485, 5.174, 0.880], [-0.961, 3.597, 2.078], [3.212, 1.190, 1.301], [2.393, 1.409, 0.237], [2.107, 2.554, -0.104], [1.723, 0.242, -0.387], [1.486, 0.371, -1.795], [1.231, 0.501, -2.911], [1.530, -1.090, 0.348], [2.594, -2.010, 0.818], [3.188, 0.273, 1.720], [3.283, 1.979, 1.924], [-4.758, -1.700, 2.612], [-4.466, -0.881, 1.861], [-4.123, 0.121, 0.894], [-5.091, 0.591, 0.007], [-4.726, 1.548, -0.919], [-3.416, 2.005, -0.922], [-2.499, 1.556, -0.069], [-2.829, 0.625, 0.828], [-6.100, 0.203, 0.049], [-5.436, 1.939, -1.633], [-3.067, 2.745, -1.631], [-2.035, 0.249, 1.475], [0.733, -3.522, 0.145], [1.704, -2.444, -0.261], [3.976, -1.734, 0.461], [2.248, -2.609, -1.662], [0.312, -0.649, 1.120], [0.338, 0.520, 0.448], [1.230, -4.497, 0.126], [-0.117, -3.556, -0.541], [0.357, -3.325, 1.145], [4.441, -2.654, 0.098], [4.526, -1.420, 1.350], [4.106, -0.960, -0.305], [2.760, -3.573, -1.748], [2.942, -1.827, -1.961], [1.428, -2.600, -2.380]], "forces_ev_per_a": [[-0.43, -0.17, 0.15], [0.03, 0.12, -0.26], [-0.02, -0.03, 0.06], [-0.02, 0.06, -0.09], [0.16, 0.06, 0.18], [0.06, -0.15, -0.01], [0.61, -0.31, 0.26], [-0.07, 0.29, -0.22], [-0.52, 0.52, 0.42], [0.26, 0.03, -0.26], [-0.04, -0.07, -0.04], [0.30, -0.52, -0.11], [0.00, 0.09, 0.03], [-0.03, 0.07, 0.06], [0.03, -0.05, 0.04], [-0.07, 0.04, 0.03], [0.08, -0.16, 0.04], [-0.05, 0.07, -0.03], [0.11, 0.08, -0.05], [0.00, -0.08, 0.06], [-0.06, 0.00, 0.00], [-0.01, -0.12, 0.08], [0.06, -0.03, -0.04], [0.00, -0.01, 0.02], [-0.01, 0.01, 0.00], [-0.01, 0.01, 0.03], [-0.05, 0.03, -0.07], [-0.01, -0.04, 0.03], [0.01, 0.17, -0.09], [-0.01, -0.03, -0.04], [0.01, -0.06, 0.00], [-0.38, 0.11, 0.44], [0.06, 0.02, -0.60], [0.00, -0.01, 0.00], [-0.01, 0.02, -0.02], [0.00, 0.01, 0.01], [0.03, 0.01, 0.00], [0.00, 0.00, -0.01], [0.01, -0.01, 0.01], [-0.01, 0.01, -0.01], [0.00, 0.01, 0.02], [-0.01, -0.01, 0.00]], "orbital_gap_ev": 6.186, "total_charge": -1, "e_homo_ha": -0.1511, "total_energy_ha": -10364.85002}


Entry 2:
{"formula": "C16H15N3OS", "method": "wB97M-V/def2-TZVPD", "symbols": ["C", "C", "N", "C", "C", "N", "C", "O", "C", "S", "C", "C", "C", "C", "C", "C", "C", "C", "C", "C", "N", "H", "H", "H", "H", "H", "H", "H", "H", "H", "H", "H", "H", "H", "H", "H"], "positions_angstrom": [[-0.021, 2.531, 0.764], [-0.075, 2.647, -0.692], [-0.912, 3.427, -1.257], [0.888, 2.198, -1.590], [0.915, 2.565, -2.906], [0.756, 2.613, -4.203], [1.819, 1.093, -1.224], [2.025, 0.908, 0.097], [2.676, 0.172, -2.272], [1.289, -0.880, -2.889], [0.359, -1.276, -1.424], [1.304, -2.036, -0.402], [0.709, -2.417, 0.775], [1.275, -3.326, 1.792], [-0.442, -1.687, 1.094], [-1.351, -1.913, 2.247], [-2.379, -1.265, 2.628], [-3.108, -0.646, 1.607], [-2.464, -0.214, 0.440], [-1.348, -0.819, 0.224], [-0.606, -0.579, -1.038], [-0.971, 3.185, 1.127], [-0.203, 1.542, 0.896], [1.027, 2.690, 1.117], [-1.659, 4.007, -0.716], [-1.160, 3.790, -2.350], [3.334, -0.383, -1.920], [2.685, 0.928, -3.023], [2.027, -2.737, -0.973], [1.430, -2.578, 2.708], [0.728, -4.232, 1.992], [2.286, -3.536, 1.339], [-0.845, -2.503, 3.180], [-2.953, -1.526, 3.479], [-4.133, -0.013, 1.727], [-2.903, 0.271, -0.352]], "forces_ev_per_a": [[-1.61, 3.36, 0.09], [3.13, 0.30, -1.56], [-7.45, 6.24, -2.95], [2.42, -3.11, 1.27], [-2.34, 0.10, -12.88], [1.66, 0.15, 11.01], [2.52, -0.62, 6.50], [-0.90, 0.33, -6.19], [-10.50, 6.31, -0.83], [-0.49, -0.25, -1.59], [4.82, -0.37, 3.63], [-2.51, -2.49, -3.03], [0.43, 1.26, -1.35], [2.63, 2.24, 0.61], [-8.72, 1.82, 1.58], [10.59, -4.36, 1.87], [-6.62, 1.74, -0.97], [-2.63, 5.26, -0.35], [-3.69, -1.15, 3.07], [12.30, -3.77, -3.54], [-4.26, 0.74, 0.34], [2.65, -1.44, -0.08], [-0.66, -3.12, 1.24], [-1.19, 0.37, -0.01], [2.17, -1.84, -0.55], [2.09, -2.40, 3.65], [6.46, -4.06, 3.17], [1.51, -0.12, -1.26], [-0.63, 1.51, 1.47], [-0.21, -2.27, -1.41], [-0.25, -0.03, 0.28], [-0.80, -0.34, 1.06], [-1.09, 0.87, -2.38], [0.06, -0.05, 1.11], [2.21, -2.18, 0.39], [-1.11, 1.36, -1.43]], "orbital_gap_ev": 7.986, "e_homo_ha": -0.3020, "de_lowest_kj_mol": 975.0, "total_energy_ha": -1256.05965}


Entry 3:
{"formula": "C16H15N5O2", "method": "wB97M-V/def2-TZVPD", "symbols": ["N", "N", "N", "O", "O", "C", "C", "C", "C", "C", "C", "C", "C", "C", "C", "C", "C", "C", "N", "N", "C", "C", "C", "H", "H", "H", "H", "H", "H", "H", "H", "H", "H", "H", "H", "H", "H", "H"], "positions_angstrom": [[-0.470, 2.264, -1.158], [-0.235, -0.070, -0.930], [1.593, 0.782, 2.044], [-1.365, -0.409, -3.655], [1.960, -3.444, 3.825], [-0.708, 1.072, -1.675], [0.338, 0.584, 0.012], [1.028, 0.015, 1.134], [-1.696, -0.121, -5.013], [-2.004, 1.210, -5.110], [-1.806, 1.800, -3.835], [-1.280, 0.812, -3.012], [1.750, 4.534, 2.813], [1.067, 5.112, 1.751], [1.811, 3.100, 2.954], [0.539, 4.248, 0.807], [1.461, 2.218, 1.851], [0.942, 2.857, 0.773], [0.341, 1.945, -0.126], [1.172, -1.361, 1.283], [0.575, -3.930, 3.649], [2.138, -2.025, 3.480], [2.338, -1.903, 1.971], [-1.824, -0.942, -5.770], [-2.638, 1.679, -5.911], [-2.002, 2.820, -3.527], [2.047, 5.076, 3.608], [0.869, 6.163, 1.684], [2.281, 2.718, 3.893], [0.005, 4.610, -0.031], [0.940, -1.798, 0.363], [0.259, -3.735, 2.674], [0.627, -5.000, 3.937], [-0.107, -3.359, 4.283], [3.030, -1.658, 3.976], [1.289, -1.473, 3.801], [2.532, -2.928, 1.555], [3.312, -1.354, 1.739]], "forces_ev_per_a": [[0.88, -0.94, -0.94], [-1.43, 2.66, -2.13], [-0.75, 1.64, -1.30], [1.20, 0.93, -1.25], [-0.93, 0.75, 0.06], [-0.35, -3.29, -0.66], [1.61, 0.36, 1.53], [1.99, 0.15, 2.52], [-0.70, 0.16, 1.08], [-1.62, -0.31, -0.69], [0.95, -0.90, 0.77], [-1.76, 1.72, -1.02], [-1.29, -4.42, -1.35], [-0.45, -1.38, -0.58], [1.07, 1.15, -0.80], [1.97, -1.21, -0.45], [1.51, -0.63, 3.79], [-3.06, 0.90, -0.45], [-0.84, -0.12, 0.27], [-0.66, 0.62, -2.54], [2.20, 0.38, 1.88], [0.35, -2.10, -0.59], [1.25, -0.35, -0.62], [0.33, 0.81, 1.47], [1.34, -0.59, 0.61], [0.24, -0.13, -0.15], [1.14, 1.86, 2.44], [-0.01, 0.34, 0.06], [-0.59, 0.04, -1.07], [-0.61, 0.28, -0.65], [0.28, 0.19, 1.28], [-0.47, -0.21, -1.86], [-0.30, 0.76, -0.38], [0.06, -0.18, 0.37], [0.04, -0.25, 0.34], [-0.74, 0.63, 0.29], [-0.42, 0.83, 0.50], [-1.41, -0.16, 0.22]], "orbital_gap_ev": 8.316, "e_homo_ha": -0.3028, "de_lowest_kj_mol": 173.6, "total_energy_ha": -1042.87466}


Entry 4:
{"formula": "C16H15NO6S", "method": "wB97M-V/def2-TZVPD", "symbols": ["O", "C", "C", "C", "S", "O", "O", "C", "C", "C", "C", "C", "C", "O", "C", "C", "C", "C", "C", "N", "O", "O", "C", "C", "H", "H", "H", "H", "H", "H", "H", "H", "H", "H", "H", "H", "H", "H", "H"], "positions_angstrom": [[1.228, -2.127, 0.561], [0.871, -1.055, 0.968], [1.708, -0.168, 1.879], [1.849, 1.221, 1.289], [2.450, 1.103, -0.440], [1.550, 0.241, -1.163], [2.620, 2.446, -0.925], [4.056, 0.318, -0.311], [4.165, -1.056, -0.411], [5.416, -1.639, -0.286], [6.532, -0.846, -0.067], [6.408, 0.532, 0.026], [5.160, 1.120, -0.096], [-0.322, -0.513, 0.740], [-1.108, -1.138, -0.269], [-2.539, -0.706, -0.190], [-3.428, -1.143, -1.172], [-4.756, -0.775, -1.127], [-5.201, 0.039, -0.091], [-6.588, 0.425, -0.037], [-6.939, 1.135, 0.882], [-7.322, 0.014, -0.911], [-4.328, 0.485, 0.892], [-3.000, 0.109, 0.838], [2.684, -0.640, 2.004], [1.216, -0.114, 2.854], [2.567, 1.834, 1.828], [0.894, 1.736, 1.224], [3.280, -1.648, -0.585], [5.518, -2.711, -0.363], [7.505, -1.304, 0.027], [7.281, 1.145, 0.190], [5.027, 2.190, -0.049], [-0.670, -0.863, -1.238], [-1.027, -2.228, -0.163], [-3.069, -1.773, -1.971], [-5.458, -1.103, -1.878], [-4.702, 1.117, 1.683], [-2.310, 0.446, 1.594]], "forces_ev_per_a": [[-0.09, -0.08, -0.02], [0.43, -0.43, 0.61], [-0.12, -0.23, -0.17], [0.43, -0.22, -0.72], [-0.10, 0.58, 0.20], [0.21, -0.27, 0.05], [0.29, 0.11, 0.21], [-0.59, 0.26, 0.03], [-0.10, -0.18, -0.07], [-0.02, 0.02, -0.01], [0.00, -0.01, 0.00], [-0.03, 0.04, 0.01], [0.09, 0.18, 0.03], [-0.51, 0.30, 0.11], [0.19, -0.48, -0.44], [-0.02, 0.17, 0.19], [0.15, 0.11, 0.21], [-0.28, 0.12, 0.08], [1.30, -0.33, -0.01], [-0.52, 0.15, 0.04], [-0.13, 0.16, 0.18], [-0.21, -0.07, -0.18], [-0.41, 0.02, -0.10], [0.10, -0.13, -0.16], [-0.15, -0.02, 0.03], [0.04, 0.02, -0.04], [0.05, 0.08, 0.02], [-0.02, 0.08, -0.15], [-0.07, -0.12, -0.01], [0.00, -0.09, -0.01], [0.08, -0.04, 0.01], [0.06, 0.06, 0.00], [0.07, 0.14, 0.01], [-0.09, -0.08, 0.15], [-0.04, 0.24, -0.03], [0.01, -0.08, -0.12], [0.00, -0.01, -0.02], [0.00, 0.01, 0.02], [0.02, 0.05, 0.07]], "orbital_gap_ev": 9.486, "e_homo_ha": -0.3649, "de_lowest_kj_mol": 352.9, "total_energy_ha": -1522.99954}